Record 1
The following is a quantum chemistry calculation of a structure of composition C4H10N4O3 at a distorted geometry, from OMol25.

CARTESIAN COORDINATES (ANGSTROEM)
C1 -1.40109 0.59425 -1.08886
C2 1.05660 1.61228 -0.30139
C3 0.72121 0.47802 1.94879
C4 -0.75318 0.04462 0.13924
N1 -1.27527 -0.21010 -2.18181
N2 -1.31229 -0.94316 0.75359
N3 0.37593 0.61383 0.55478
N4 1.32104 -2.05560 0.02872
O1 -1.77599 1.75583 -1.16886
O2 0.73670 -1.89441 -1.04369
O3 0.62975 -2.39913 0.96292
H1 0.61101 2.61899 -0.64503
H2 2.00701 1.81256 0.23521
H3 1.31027 0.98448 -1.21078
H4 0.53356 -0.50559 2.24560
H5 1.78105 0.57759 2.08661
H6 0.24055 1.18598 2.70171
H7 -0.91285 -1.12940 -2.16210
H8 -1.37207 0.12810 -3.13613
H9 -0.42889 -1.90151 0.93724
H10 -2.09305 -1.36763 0.34426

Summary:
- HOMO energy (eV) = -9.1161
- frontier orbital gap (eV) = 9.74
- ΔE to the lowest compared entry with this formula, charge and spin (kJ/mol) = 6.5
- net charge = 0
- strongest force on any atom (eV/A) = 4.84

=====

Record 2
The following is a quantum chemistry calculation of the molecule C9H16NOP at a distorted geometry, from OMol25.

CARTESIAN COORDINATES (ANGSTROEM)
C1 0.05671 -1.47277 -0.29280
C2 1.35588 -1.27192 0.32917
C3 -0.75191 -0.58820 -0.91238
C4 1.69440 -0.15017 0.98193
C5 -0.34008 0.76455 -1.26299
C6 -1.08414 1.84614 -1.51827
C7 2.29721 -2.43749 0.23509
C8 -2.09663 -1.06225 -1.39224
C9 -2.55014 2.04737 -1.31582
N1 2.01555 0.87237 4.09048
O1 2.69799 1.35157 2.92357
P1 3.23540 0.13227 1.90936
H1 -0.29021 -2.49964 -0.23275
H2 0.97099 0.65688 1.06610
H3 0.73423 0.86559 -1.38152
H4 -0.56197 2.73148 -1.85986
H5 1.87775 -3.31631 0.72349
H6 3.24786 -2.19705 0.70371
H7 2.47429 -2.68812 -0.81025
H8 -2.87354 -0.78462 -0.68129
H9 -2.10906 -2.14624 -1.48387
H10 -2.34600 -0.62104 -2.35552
H11 -3.10489 1.86547 -2.23676
H12 -2.73266 3.08074 -1.02384
H13 -2.94782 1.39628 -0.54303
H14 2.52460 1.25230 4.88576
H15 1.09811 1.31542 4.06327
H16 3.73707 1.13172 1.05774

Summary:
- HOMO energy (spin up / spin down) (eV) = -5.0817 / -8.6535
- 2S+1 = 3
- frontier orbital gap (spin up / spin down) (eV) = 5.97 / 6.49
- <S²> = 2.0350
- net charge = 0
- strongest force on any atom (eV/A) = 7.40

=====

Record 3
The following is a quantum chemistry calculation of a cluster of 3 separate species, CH10N2O2 in total at a distorted geometry, from OMol25.

CARTESIAN COORDINATES (ANGSTROEM)
N1 -0.18453 -0.57607 -0.56473
C1 -0.39084 0.88593 -0.68777
N2 -0.89216 1.41298 0.65735
H1 -0.83904 -0.98780 0.11857
H2 0.66811 -0.63805 -0.13058
H3 -1.28137 1.12836 -1.45342
H4 0.58538 1.31889 -1.07114
H5 -0.03567 2.05213 1.00644
H6 -1.62504 2.03960 0.38842
H7 2.44746 -1.62961 -2.36998
H8 3.33066 -2.48627 -1.40283
O1 2.98175 -1.57545 -1.48839
H9 -1.83880 -1.13185 2.32652
H10 -1.38804 0.37713 1.94184
O2 -1.53788 -0.18992 2.72970

Summary:
- structure (SMILES) = NCN.O.O
- HOMO energy (eV) = -9.7895
- frontier orbital gap (eV) = 10.54
- ΔE to the lowest compared entry with this formula, charge and spin (kJ/mol) = 123.4
- net charge = 0
- strongest force on any atom (eV/A) = 4.64

=====

Record 4
The following is a quantum chemistry calculation of the molecule C31H42N4O2, from OMol25.

CARTESIAN COORDINATES (ANGSTROEM)
C1 -4.86367 -2.69539 3.26687
H1 -3.81382 -2.41095 3.39283
O1 -5.58321 -1.71857 2.55496
C2 -5.19065 -1.42048 1.28421
C3 -4.12438 -2.01097 0.61724
C4 -3.80368 -1.60674 -0.66666
C5 -4.52006 -0.61110 -1.31411
C6 -5.61092 -0.05519 -0.65243
C7 -5.94431 -0.44920 0.62517
H2 -6.78608 -0.01494 1.14133
H3 -6.21533 0.69313 -1.14627
C8 -4.08839 -0.09395 -2.65672
H4 -4.92317 0.40026 -3.15689
H5 -3.74539 -0.91436 -3.29013
C9 -2.93317 0.92944 -2.51791
N1 -1.71937 0.31557 -1.99823
C10 -1.70416 0.48628 -0.65466
N2 -0.98759 0.01840 0.30133
C11 -1.46642 0.67775 1.50894
H6 -2.04343 -0.04235 2.10012
H7 -0.61713 1.01353 2.10528
C12 -2.37211 1.85385 1.04087
N3 -2.65801 1.40229 -0.29549
C13 -3.25314 2.00170 -1.45515
H8 -2.80107 2.97053 -1.71660
H9 -4.32749 2.14618 -1.32162
C14 -1.66211 3.22945 1.09424
C15 -0.22684 3.15787 0.65798
C16 0.12443 3.07782 -0.68372
C17 1.44929 2.95811 -1.06325
C18 2.44888 2.92504 -0.10741
C19 2.11413 3.02614 1.23132
C20 0.78818 3.13744 1.60842
H10 0.53701 3.22040 2.65726
H11 2.88783 3.02332 1.98552
H12 3.48263 2.83086 -0.40328
H13 1.70421 2.89969 -2.11197
H14 -0.63924 3.11708 -1.44621
H15 -2.22093 3.92597 0.46408
H16 -1.71252 3.59008 2.12320
H17 -3.29743 1.91088 1.62512
C21 -0.97133 -0.65891 -2.75427
H18 -1.26970 -1.68730 -2.51051
C22 0.53941 -0.52619 -2.51878
N4 0.93474 -1.11001 -1.26580
C23 1.71486 -2.20407 -1.19703
O2 2.22600 -2.72827 -2.17050
C24 1.91631 -2.71167 0.22157
H19 0.93951 -2.95834 0.64335
H20 2.51029 -3.62430 0.17145
C25 2.59837 -1.67296 1.11671
H21 2.84437 -2.14448 2.07216
H22 1.89611 -0.86043 1.31840
C26 3.87078 -1.07161 0.51000
C27 4.46320 -0.04297 1.47523
C28 5.71959 0.59852 0.89616
C29 6.76217 -0.46958 0.58504
C30 6.18547 -1.49525 -0.38486
C31 4.92004 -2.13414 0.18095
H23 4.51814 -2.83020 -0.55518
H24 5.16644 -2.69355 1.08740
H25 6.92735 -2.26939 -0.59296
H26 5.94372 -1.00328 -1.32971
H27 7.65509 -0.00889 0.15607
H28 7.05573 -0.96940 1.51138
H29 6.12662 1.32681 1.60207
H30 5.46396 1.12917 -0.02394
H31 3.71611 0.72409 1.68899
H32 4.71468 -0.53790 2.41708
H33 3.59805 -0.55901 -0.41898
H34 0.41600 -0.77320 -0.44895
H35 0.81399 0.53377 -2.53570
H36 1.08177 -1.05834 -3.30583
H37 -1.18907 -0.47553 -3.80959
H38 -2.72786 1.36985 -3.50023
H39 -2.97448 -2.08703 -1.16321
H40 -3.53042 -2.78083 1.08353
H41 -5.33907 -2.75746 4.24456
H42 -4.91830 -3.67263 2.77634

Summary:
- structure (SMILES) = COc1ccc(C[C@H]2CN3C(=NC[C@H]3Cc3ccccc3)N2CCNC(=O)CCC2CCCCC2)cc1
- HOMO energy (eV) = -8.2427
- frontier orbital gap (eV) = 8.81
- ΔE to the lowest compared entry with this formula, charge and spin (kJ/mol) = 46.1
- net charge = 0
- strongest force on any atom (eV/A) = 0.66

=====

Record 5
The following is a quantum chemistry calculation of the ion C5H8N with charge +1 at a distorted geometry, from OMol25.

CARTESIAN COORDINATES (ANGSTROEM)
C1 2.06757 -0.31212 0.10847
C2 2.03751 0.96947 0.16455
C3 0.65532 -0.94007 -0.26543
C4 -1.55234 0.44277 -0.73041
C5 -0.26615 0.29590 -0.04993
N1 -1.53073 0.24705 0.78706
H1 2.99177 -0.86268 0.22655
H2 2.26530 1.96117 0.25583
H3 0.67808 -1.18952 -1.35868
H4 0.46110 -1.74191 0.34409
H5 -2.16308 1.32370 -1.03656
H6 -1.98979 -0.47906 -1.16922
H7 -1.78064 0.88936 1.53520
H8 -1.87392 -0.60405 1.18848

Summary:
- HOMO energy (spin up / spin down) (eV) = -12.9350 / -13.3247
- frontier orbital gap (spin up / spin down) (eV) = 7.76 / 8.55
- ΔE to the lowest compared entry with this formula, charge and spin (kJ/mol) = 617.7
- net charge = +1
- strongest force on any atom (eV/A) = 3.90

=====

Record 6
The following is a quantum chemistry calculation of a cluster of 2 separate species, C2HIN2S2 in total at a distorted geometry, from OMol25.

CARTESIAN COORDINATES (ANGSTROEM)
C1 -1.33742 -0.26954 -0.09938
C2 -2.58795 2.28954 0.70952
N1 -2.97794 1.31721 0.16959
N2 -0.15704 0.22059 -0.19638
S1 -2.29807 3.66661 1.44297
S2 0.44682 1.71034 -0.56534
I1 -1.87953 -2.12860 0.54809
H1 0.62814 -0.43230 -0.08122

Summary:
- HOMO energy (spin up / spin down) (eV) = -8.3576 / -8.6463
- frontier orbital gap (spin up / spin down) (eV) = 5.25 / 6.59
- ΔE to the lowest compared entry with this formula, charge and spin (kJ/mol) = 215.3
- net charge = 0
- strongest force on any atom (eV/A) = 2.42

=====

Record 7
The following is a quantum chemistry calculation of the molecule CH2N2OS2 at a distorted geometry, from OMol25.

CARTESIAN COORDINATES (ANGSTROEM)
C1 -0.34528 -1.35271 0.35969
N1 1.81577 -0.65847 0.98568
N2 0.74253 0.98360 -0.70927
O1 -1.05773 1.00218 1.28844
S1 2.10344 0.48418 0.06060
S2 -0.95879 0.38742 -0.03894
H1 -0.89776 -1.48719 1.28506
H2 0.80603 1.82408 -1.27034

Summary:
- HOMO energy (spin up / spin down) (eV) = -8.9252 / -8.9231
- frontier orbital gap (spin up / spin down) (eV) = 7.92 / 7.92
- ΔE to the lowest compared entry with this formula, charge and spin (kJ/mol) = 554.2
- net charge = 0
- strongest force on any atom (eV/A) = 3.40

=====

Record 8
The following is a quantum chemistry calculation of a cluster of 2 separate species, C2H2Cl2O2 in total at a distorted geometry, from OMol25.

CARTESIAN COORDINATES (ANGSTROEM)
C1 1.23737 1.66712 -0.01538
C2 -0.98117 -1.07274 -0.18930
O1 0.14909 1.29793 -0.38464
O2 -2.07142 -1.71846 -0.04518
Cl1 0.23524 -1.77340 0.53537
Cl2 2.24349 2.47343 -1.01897
H1 1.57343 1.74108 0.91514
H2 -2.38603 -2.61495 0.20296

Summary:
- HOMO energy (spin up / spin down) (eV) = -6.5350 / -10.9885
- 2S+1 = 3
- frontier orbital gap (spin up / spin down) (eV) = 7.07 / 10.10
- <S²> = 2.0054
- ΔE to the lowest compared entry with this formula, charge and spin (kJ/mol) = 162.4
- net charge = 0
- strongest force on any atom (eV/A) = 5.60

=====

Record 9
The following is a quantum chemistry calculation of a cluster of 4 separate species, CH9NO4 in total at a distorted geometry, from OMol25.

CARTESIAN COORDINATES (ANGSTROEM)
C1 -0.65374 0.10313 -2.20970
N1 -0.92413 -1.01229 -1.49329
O1 -0.92788 0.30380 -3.37620
H1 0.09112 0.78616 -1.75217
H2 -1.59056 -1.63122 -1.88946
H3 -0.36934 -1.08406 -0.66997
H4 -1.76657 3.20133 2.08267
H5 -1.71448 1.70675 2.02358
O2 -1.13842 2.45597 1.99076
H6 1.56767 -1.56413 0.32258
H7 2.52301 -2.42079 -0.33723
O3 2.00372 -1.65979 -0.53466
H8 1.10654 -0.31464 2.41705
H9 0.93239 1.02755 1.84687
O4 0.86067 0.10224 1.57917

Summary:
- structure (SMILES) = NC=O.O.O.O
- HOMO energy (eV) = -9.3936
- frontier orbital gap (eV) = 9.69
- ΔE to the lowest compared entry with this formula, charge and spin (kJ/mol) = 112.0
- net charge = 0
- strongest force on any atom (eV/A) = 2.16

=====

Record 10
The following is a quantum chemistry calculation of a cluster of 2 separate species, C6H7Br in total at a distorted geometry, from OMol25.

CARTESIAN COORDINATES (ANGSTROEM)
C1 -1.86042 -1.61382 1.33868
C2 -1.47418 -0.53999 0.92031
C3 -0.89610 0.43379 0.22685
C4 1.69893 -0.13804 -0.05919
C5 -1.03694 1.86497 0.42557
C6 1.86850 -0.55853 -1.45378
Br1 1.70380 -1.66814 0.95030
H1 -2.41743 -2.52558 1.73391
H2 -0.21074 2.41313 0.07239
H3 -1.23799 2.24605 1.43805
H4 -2.01568 2.08901 -0.17157
H5 1.18874 -1.40414 -1.69806
H6 2.84261 -0.90984 -1.54889
H7 1.84689 0.31111 -2.17458

Summary:
- HOMO energy (spin up / spin down) (eV) = -7.9253 / -7.8630
- frontier orbital gap (spin up / spin down) (eV) = 6.63 / 6.83
- ΔE to the lowest compared entry with this formula, charge and spin (kJ/mol) = 704.4
- net charge = 0
- strongest force on any atom (eV/A) = 3.54

=====

Record 11
The following is a quantum chemistry calculation of a cluster of 7 separate species, C7H23NO6 in total at a distorted geometry, from OMol25.

CARTESIAN COORDINATES (ANGSTROEM)
C1 0.05322 -3.16810 0.02895
C2 0.63134 -2.00514 -0.76822
C3 -0.22888 -0.83325 -0.51779
C4 -0.20038 -0.12738 0.71794
N1 -1.30307 0.71689 0.80979
C5 -1.86903 0.75393 -0.47474
C6 -1.28048 -0.25016 -1.21836
C7 -2.76722 1.88321 -0.83033
H1 0.49734 -4.14342 -0.03245
H2 -0.11180 -2.87647 1.03996
H3 -0.95660 -3.52515 -0.41896
H4 0.74706 -2.17263 -1.85189
H5 1.67515 -1.73740 -0.33864
H6 0.18536 -0.70377 1.54738
H7 -1.48663 1.38100 1.54977
H8 -1.61961 -0.46006 -2.25748
H9 -3.25548 2.29752 0.17126
H10 -2.28459 2.75330 -1.37058
H11 -3.54080 1.56307 -1.47758
H12 1.66533 1.10116 1.69413
H13 1.91870 2.02028 0.51845
O1 2.37717 1.54458 1.18713
H14 -1.60772 -1.61550 4.27170
H15 -2.36610 -2.13383 2.94190
O2 -1.41766 -1.89096 3.36377
H16 -2.49422 -2.79892 0.55638
H17 -2.87581 -1.38570 0.87655
O3 -3.08413 -2.28622 1.13115
H18 2.99867 2.29078 -3.07106
H19 2.83220 0.76746 -2.37525
O4 2.41396 1.65172 -2.71586
H20 1.41114 2.50630 -1.42530
H21 0.13626 2.62254 -0.68124
O5 1.02047 2.78946 -0.61224
H22 3.68359 0.57410 0.19844
H23 4.49770 1.52287 -0.53815
O6 4.12030 0.64335 -0.70651

Summary:
- structure (SMILES) = CCc1c[nH]c(C)c1.O.O.O.O.O.O
- HOMO energy (eV) = -8.1516
- frontier orbital gap (eV) = 8.67
- ΔE to the lowest compared entry with this formula, charge and spin (kJ/mol) = 0.0
- net charge = 0
- strongest force on any atom (eV/A) = 3.79

=====

Record 12
The following is a quantum chemistry calculation of a structure of composition C10H18N5O2PPdS2, from OMol25.

CARTESIAN COORDINATES (ANGSTROEM)
Pd1 -0.63760 -0.71668 -0.09209
C1 -1.17579 -5.19771 2.97334
S1 -1.65584 -5.10801 1.22742
C2 -1.65225 -3.36682 1.00434
S2 -0.06257 -2.60779 1.12681
N1 -2.74220 -2.76583 0.70043
N2 -2.55103 -1.46735 0.30730
C3 -3.49164 -0.62602 0.41744
C4 -3.19125 0.76221 0.03169
C5 -4.18574 1.71340 -0.08481
C6 -3.83557 3.01321 -0.41722
C7 -2.50146 3.31986 -0.61925
C8 -1.55672 2.31330 -0.48825
N3 -1.89006 1.06315 -0.16956
H1 -1.17974 -6.25839 3.21535
H2 -1.91000 -4.68278 3.58699
H3 -0.17864 -4.79462 3.13130
H4 -4.46180 -0.91482 0.81385
H5 -5.21842 1.43417 0.08137
H6 -4.59338 3.77946 -0.51170
H7 -2.19164 4.32525 -0.86826
H8 -0.50067 2.50764 -0.63337
N4 3.36359 1.68870 1.56047
C9 3.37844 0.45066 0.70846
P1 2.40681 0.88615 -0.80968
O1 2.13550 2.34366 -0.61689
O2 1.30001 -0.09255 -1.09224
C10 3.51143 0.58612 -2.25767
N5 2.59453 0.42192 -3.44157
H9 2.87119 1.55284 2.44301
H10 2.85813 2.39784 0.97935
H11 4.29915 2.03449 1.77431
H12 2.90939 -0.37661 1.23502
H13 4.40673 0.18061 0.47492
H14 4.05102 -0.35199 -2.13565
H15 4.21003 1.39796 -2.44353
H16 1.79579 -0.14263 -3.12212
H17 3.04898 -0.02542 -4.23904
H18 2.22328 1.32340 -3.75026

Summary:
- HOMO energy (spin up / spin down) (eV) = -13.2307 / -13.4853
- 2S+1 = 3
- frontier orbital gap (spin up / spin down) (eV) = 7.38 / 5.86
- <S²> = 2.0134
- ΔE to the lowest compared entry with this formula, charge and spin (kJ/mol) = 34.8
- net charge = +2
- strongest force on any atom (eV/A) = 0.64

=====

Question: What is the strongest force on any atom in the eighth record?
Answer: 5.60 eV/A

=====

Question: strongest force on any atom of number 2 (C9H16NOP)?
Answer: 7.40 eV/A

=====

What did the eleventh record say?
The following is a quantum chemistry calculation of a cluster of 7 separate species, C7H23NO6 in total at a distorted geometry, from OMol25.

CARTESIAN COORDINATES (ANGSTROEM)
C1 0.05322 -3.16810 0.02895
C2 0.63134 -2.00514 -0.76822
C3 -0.22888 -0.83325 -0.51779
C4 -0.20038 -0.12738 0.71794
N1 -1.30307 0.71689 0.80979
C5 -1.86903 0.75393 -0.47474
C6 -1.28048 -0.25016 -1.21836
C7 -2.76722 1.88321 -0.83033
H1 0.49734 -4.14342 -0.03245
H2 -0.11180 -2.87647 1.03996
H3 -0.95660 -3.52515 -0.41896
H4 0.74706 -2.17263 -1.85189
H5 1.67515 -1.73740 -0.33864
H6 0.18536 -0.70377 1.54738
H7 -1.48663 1.38100 1.54977
H8 -1.61961 -0.46006 -2.25748
H9 -3.25548 2.29752 0.17126
H10 -2.28459 2.75330 -1.37058
H11 -3.54080 1.56307 -1.47758
H12 1.66533 1.10116 1.69413
H13 1.91870 2.02028 0.51845
O1 2.37717 1.54458 1.18713
H14 -1.60772 -1.61550 4.27170
H15 -2.36610 -2.13383 2.94190
O2 -1.41766 -1.89096 3.36377
H16 -2.49422 -2.79892 0.55638
H17 -2.87581 -1.38570 0.87655
O3 -3.08413 -2.28622 1.13115
H18 2.99867 2.29078 -3.07106
H19 2.83220 0.76746 -2.37525
O4 2.41396 1.65172 -2.71586
H20 1.41114 2.50630 -1.42530
H21 0.13626 2.62254 -0.68124
O5 1.02047 2.78946 -0.61224
H22 3.68359 0.57410 0.19844
H23 4.49770 1.52287 -0.53815
O6 4.12030 0.64335 -0.70651

Summary:
- structure (SMILES) = CCc1c[nH]c(C)c1.O.O.O.O.O.O
- HOMO energy (eV) = -8.1516
- frontier orbital gap (eV) = 8.67
- ΔE to the lowest compared entry with this formula, charge and spin (kJ/mol) = 0.0
- net charge = 0
- strongest force on any atom (eV/A) = 3.79